Entry 1:
C15H25IN6S2Se4V | ωB97M-V/def2-TZVPD

Values from the calculation:
E_HOMO (spin up / spin down) = -0.205 / -0.194 hartree
Electronic energy = -12558.94084 Ha
Spin multiplicity = 2
Max |F| = 0.025 Eh/bohr

XYZ file:
```
54
Properties=species:S:1:pos:R:3:mulliken_charge:R:1
V -0.461 -0.686 0.025 0.209
C -0.998 0.844 2.565 -0.728
C -2.262 -0.024 2.491 -0.727
N -2.179 -0.957 1.355 0.435
C -3.428 -1.088 0.582 -0.528
C -3.665 0.114 -0.321 -0.765
S -2.146 0.422 -1.275 0.013
C -1.731 2.139 -0.810 -0.818
C -1.487 2.323 0.678 -0.978
N -0.621 1.261 1.209 0.096
H -0.183 0.260 2.991 0.271
H -1.175 1.698 3.230 0.466
H -3.140 0.612 2.364 0.358
H -2.389 -0.559 3.435 0.419
H -1.958 -1.884 1.705 -0.101
H -4.293 -1.235 1.240 0.438
H -3.334 -1.972 -0.053 -0.064
H -3.927 1.021 0.226 0.480
H -4.447 -0.117 -1.042 0.556
H -2.525 2.796 -1.166 0.595
H -0.823 2.350 -1.377 0.265
H -2.441 2.296 1.202 0.298
H -1.057 3.314 0.860 0.450
H 0.345 1.573 1.197 0.371
Se -3.914 -2.047 -3.036 -0.522
Se -3.509 -4.007 -1.920 -0.195
Se -1.233 -4.393 -2.151 -0.265
Se -0.054 -2.977 -0.712 -0.068
C 4.644 1.701 -2.249 -0.982
C 3.296 2.410 -2.440 -0.581
C 2.183 1.419 -2.494 0.302
N 1.546 1.006 -1.458 -0.727
N 0.642 0.006 -1.690 0.593
C 0.545 -0.311 -2.970 0.222
N -0.281 -1.196 -3.505 -0.172
S 1.672 0.608 -3.955 -0.214
H 5.449 2.427 -2.138 0.351
H 4.869 1.067 -3.106 0.325
H 4.617 1.074 -1.357 0.238
H 3.317 3.000 -3.357 0.388
H 3.111 3.080 -1.600 0.239
H -1.134 -1.495 -3.017 -0.198
H -0.314 -1.310 -4.504 0.247
I -0.383 -3.489 2.890 0.158
C 1.092 -2.031 2.440 -0.411
C 2.152 -2.057 3.333 -0.324
C 3.251 -1.246 3.124 -0.765
C 3.232 -0.447 1.992 -0.807
C 2.123 -0.452 1.179 -0.090
N 1.007 -1.206 1.371 0.449
H 2.113 -2.731 4.175 0.415
H 4.090 -1.257 3.806 0.401
H 4.075 0.181 1.738 0.471
H 2.119 0.173 0.300 0.513
```

=====

Entry 2:
C15H25MoN4O5Si | ωB97M-V/def2-TZVPD

Values from the calculation:
Energy relative to the best compared isomer or geometry (same formula, charge and spin) = 16.5 kcal per mole
E_HOMO = -0.687 hartree
Electronic energy = -1538.49955 Ha
Total charge = +3
Spin multiplicity = 1
Max |F| = 0.051 Eh/bohr

XYZ file:
```
51
Properties=species:S:1:pos:R:3:mulliken_charge:R:1
Mo -0.273 0.659 0.094 1.369
O -4.210 4.494 2.675 -0.412
C -3.417 3.680 2.056 0.788
C -3.812 2.835 0.983 -0.329
C -2.877 1.992 0.457 0.490
N -1.608 1.955 0.910 -0.455
C -1.211 2.776 1.911 0.644
C -2.067 3.648 2.507 -0.456
C 0.251 2.537 2.203 -0.099
O 0.941 3.032 3.008 -0.370
O 0.669 1.551 1.295 -0.560
C -3.036 0.964 -0.644 -0.258
O -3.998 0.649 -1.231 -0.382
O -1.772 0.394 -0.818 -0.450
H -5.131 4.528 2.372 0.368
H -4.822 2.846 0.591 0.495
H -1.754 4.310 3.307 0.607
C -0.727 -4.339 0.241 -1.238
N -0.198 -3.090 -0.321 0.093
C -0.823 -2.698 -1.584 -1.068
C 0.695 -2.333 0.304 0.662
N 0.739 -0.952 0.018 0.055
N 1.569 -2.801 1.182 -0.014
C 2.280 -1.920 2.117 -1.220
C 2.001 -4.203 1.243 -1.195
H -1.804 -4.353 0.079 0.427
H -0.547 -4.398 1.309 0.425
H -0.306 -5.213 -0.256 0.405
H -0.991 -3.600 -2.170 0.459
H -0.182 -2.036 -2.158 0.281
H -1.795 -2.232 -1.423 0.332
H 1.704 -0.624 0.163 0.192
H 3.266 -1.647 1.733 0.383
H 2.436 -2.466 3.046 0.426
H 1.707 -1.029 2.358 0.430
H 1.759 -4.728 0.326 0.422
H 1.560 -4.719 2.096 0.390
H 3.083 -4.214 1.366 0.432
C 2.139 3.073 -1.360 -1.003
Si 1.561 1.502 -2.175 0.581
C 0.164 1.498 -3.408 -0.976
C 2.858 0.176 -2.364 -0.995
H 3.038 3.417 -1.886 0.414
H 2.424 2.944 -0.315 0.317
H 1.407 3.880 -1.427 0.362
H 0.583 1.409 -4.417 0.425
H -0.400 2.433 -3.382 0.368
H -0.536 0.671 -3.288 0.303
H 3.402 0.377 -3.296 0.424
H 2.452 -0.832 -2.461 0.335
H 3.608 0.196 -1.570 0.376
```

=====

Entry 3:
C15H25N5O2 | ωB97M-V/def2-TZVPD

Values from the calculation:
Energy relative to the best compared isomer or geometry (same formula, charge and spin) = 30.2 kcal per mole
E_HOMO = -0.299 hartree
Electronic energy = -1010.88597 Ha
Spin multiplicity = 1
Max |F| = 0.014 Eh/bohr

XYZ file:
```
47
Properties=species:S:1:pos:R:3:mulliken_charge:R:1
C 0.226 -0.567 3.320 -0.767
C 1.703 -0.328 3.026 -0.347
O 2.036 -0.595 1.670 -0.456
C 1.648 0.302 0.769 0.475
N 1.036 1.403 1.178 -0.321
C 0.634 2.216 0.201 0.343
N 0.015 3.367 0.543 -0.179
C -0.567 3.557 1.844 -0.650
C -2.033 3.110 1.904 -0.493
O -2.080 1.710 1.757 -0.397
N 0.823 2.000 -1.098 -0.664
C 1.478 0.871 -1.386 0.247
N 1.716 0.634 -2.690 -0.096
C 2.083 -0.669 -3.181 -0.674
C 0.857 -1.541 -3.511 -1.473
C 0.033 -1.797 -2.274 0.934
C 0.406 -2.698 -1.377 -0.443
C -0.313 -2.958 -0.092 -0.364
C -1.730 -2.394 -0.119 -1.107
C -1.706 -0.970 -0.660 0.507
C -1.210 -0.967 -2.104 -1.006
N 1.920 -0.009 -0.487 -0.328
H -0.048 -1.587 3.062 0.241
H -0.385 0.122 2.741 0.050
H 0.037 -0.408 4.378 0.415
H 1.971 0.705 3.269 0.346
H 2.329 -1.017 3.600 0.324
H -0.392 3.865 -0.234 0.274
H 0.014 2.948 2.539 0.266
H -0.501 4.613 2.119 0.377
H -2.601 3.603 1.101 0.314
H -2.460 3.413 2.871 0.392
H -2.996 1.416 1.735 0.263
H 1.252 1.267 -3.323 0.302
H 2.702 -0.541 -4.073 0.390
H 2.664 -1.147 -2.391 0.365
H 1.218 -2.484 -3.925 0.426
H 0.251 -1.042 -4.271 0.329
H 1.312 -3.268 -1.532 0.319
H -0.335 -4.032 0.112 0.519
H 0.262 -2.485 0.710 -0.036
H -2.160 -2.411 0.885 0.386
H -2.357 -3.014 -0.765 0.361
H -2.703 -0.527 -0.611 0.351
H -1.042 -0.362 -0.044 -0.604
H -1.015 0.061 -2.421 0.430
H -1.991 -1.366 -2.764 0.460
```

=====

Entry 4:
C15H25N6O | ωB97M-V/def2-TZVPD

Values from the calculation:
E_HOMO = -0.074 hartree
Electronic energy = -990.24170 Ha
Total charge = -1
Spin multiplicity = 1
Max |F| = 0.079 Eh/bohr

XYZ file:
```
47
Properties=species:S:1:pos:R:3:mulliken_charge:R:1
N 2.749 -2.435 0.901 -0.706
C 2.376 -2.044 -0.510 0.073
C 3.533 -1.299 -1.289 -0.732
C 3.374 0.282 -1.360 -0.533
C 3.480 0.858 0.114 -0.463
C 2.535 2.068 0.427 0.520
C 3.163 3.229 1.082 -0.702
C 2.348 4.422 1.468 -0.639
C 0.927 4.399 1.174 -0.324
C 0.229 3.255 0.487 0.140
N -1.135 3.408 0.240 -0.639
C -1.598 2.299 -0.389 -0.277
C -0.811 1.069 -0.735 0.447
C -1.547 -0.113 -1.462 -1.261
C -2.617 -0.867 -0.572 0.864
N -3.653 0.002 0.002 -0.646
N -2.058 -1.670 0.519 -0.573
N -3.342 -1.818 -1.500 -0.687
N 0.516 0.950 -0.474 0.063
C 1.052 2.087 0.135 0.294
H 2.140 -1.835 1.480 0.350
H 3.688 -2.066 1.113 0.284
H 1.403 -1.476 -0.540 -0.280
H 2.197 -3.028 -1.041 0.299
H 4.555 -1.513 -0.873 0.311
H 3.512 -1.675 -2.359 0.348
H 2.480 0.624 -1.936 0.285
H 4.286 0.651 -1.927 0.343
H 4.546 1.218 0.240 0.318
H 3.321 0.099 0.926 0.160
H 4.256 3.243 1.322 0.268
H 2.744 5.328 1.986 0.321
H 0.311 5.290 1.477 0.348
H -2.690 2.293 -0.653 0.227
H -2.119 0.336 -2.333 0.360
H -0.776 -0.807 -1.887 0.277
H -4.387 -0.534 0.481 0.306
H -4.061 0.607 -0.721 0.258
H -2.399 -2.631 0.450 0.257
H -1.039 -1.617 0.543 0.170
H -3.983 -1.218 -2.035 0.293
H -2.687 -2.239 -2.169 0.226
C -4.995 -3.406 2.027 -0.582
O -6.044 -2.715 1.571 -0.874
H -4.470 -4.078 1.299 0.115
H -4.134 -2.816 2.427 0.098
H -5.177 -4.115 2.873 0.294
```

=====

Entry 5:
C15H25N6O2PdTe | ωB97M-V/def2-TZVPD

Values from the calculation:
E_HOMO (spin up / spin down) = -0.384 / -0.384 hartree
Electronic energy = -1461.17154 Ha
Total charge = +1
Spin multiplicity = 1
Max |F| = 0.017 Eh/bohr

XYZ file:
```
50
Properties=species:S:1:pos:R:3:mulliken_charge:R:1
Pd -1.481 0.553 -0.127 0.332
N -1.666 2.186 2.216 -0.401
N -2.008 3.373 1.584 -0.265
C -1.655 3.649 0.312 0.719
N -1.931 4.877 -0.119 -0.372
N -1.104 2.662 -0.408 -0.244
N -0.613 2.932 -1.674 1.154
O -0.470 4.082 -2.069 -0.768
O -0.306 1.956 -2.317 -0.566
H -2.492 1.647 2.446 0.240
H -1.101 2.374 3.034 0.244
H -2.573 4.053 2.070 0.181
H -2.285 5.573 0.514 0.186
H -1.607 5.144 -1.037 0.213
C 0.238 -4.954 -0.431 -1.570
C -0.608 -3.728 -0.287 0.926
C -0.876 -3.189 0.970 -1.127
C -1.678 -2.077 1.123 1.382
C -1.946 -1.590 2.520 -1.086
C -2.225 -1.439 -0.042 -1.351
Te -3.885 -0.107 0.185 0.130
C -1.948 -2.001 -1.338 1.704
C -2.428 -1.394 -2.624 -1.725
C -1.144 -3.119 -1.421 -0.731
H 0.698 -5.241 0.512 0.374
H 1.020 -4.799 -1.175 0.381
H -0.376 -5.787 -0.781 0.361
H -0.449 -3.658 1.848 0.359
H -1.160 -1.928 3.193 0.458
H -2.894 -1.987 2.885 0.347
H -2.009 -0.505 2.560 -0.049
H -1.604 -0.848 -3.090 0.292
H -3.250 -0.700 -2.480 0.318
H -2.738 -2.177 -3.316 0.484
H -0.922 -3.536 -2.396 0.472
C 3.730 0.970 1.369 -1.611
C 3.247 0.617 -0.044 2.130
C 3.525 1.770 -1.019 -1.608
C 3.903 -0.680 -0.537 -1.615
C 1.790 0.411 -0.002 -0.635
N 0.656 0.260 -0.001 -0.190
H 4.806 1.140 1.339 0.405
H 3.528 0.159 2.068 0.395
H 3.249 1.877 1.733 0.378
H 4.599 1.947 -1.055 0.424
H 3.036 2.689 -0.694 0.366
H 3.178 1.528 -2.024 0.381
H 4.983 -0.536 -0.570 0.410
H 3.559 -0.936 -1.538 0.380
H 3.686 -1.511 0.134 0.386
```